(1)
Formula: C5H6Cl2HoO4STm
Source: the Open Molecules 2025 dataset
Level of theory: the ωB97M-V functional and the def2-TZVPD basis

As for the net charge: +4. The calculation puts the energy relative to the best compared isomer or geometry (same formula, charge and spin) at 0.3358 eV. For the maximum force, the calculation gives 0.2015 Eh/bohr. The spin multiplicity is 7.

The geometry in XYZ format:
```
20
Properties=species:S:1:pos:R:3:forces:R:3:lowdin_charge:R:1
Tm 0.3404 0.0183 -5.7771 -0.065 0.130 4.315 1.46
Ho 0.2208 1.1350 -1.7940 0.697 2.129 0.578 1.39
Cl -0.7176 2.0670 -4.0833 0.576 -1.060 -0.756 -0.04
Cl 1.0138 -0.8872 -3.3479 -0.096 0.370 -0.777 -0.03
C -0.6499 -0.2810 -0.1210 -1.395 -3.086 6.677 0.01
C -0.0772 1.1867 -7.7135 -2.296 5.566 -8.430 -0.02
C 0.5668 -1.2160 -7.7724 0.833 -3.868 -7.496 0.01
O -0.8055 -0.7108 0.9454 0.580 1.942 -5.511 0.22
O -0.3318 1.7360 -8.7238 1.688 -3.610 6.601 0.29
O 0.6584 -1.6437 -8.8531 -0.510 2.334 6.193 0.29
C -0.2091 3.4955 2.2528 0.034 0.390 0.140 -0.18
S 1.1457 2.6006 1.4562 -0.378 0.859 1.951 1.06
C 1.1638 1.1787 2.5596 -0.041 -0.331 0.577 -0.22
O 0.5378 2.1909 0.0832 -0.723 -1.989 -2.926 -0.76
H 0.2585 3.9379 3.1338 0.076 0.101 0.102 0.09
H -1.0618 2.8945 2.5922 0.405 -0.273 -0.346 0.09
H -0.5578 4.3137 1.6179 0.289 -0.097 -0.086 0.08
H 0.1938 0.9748 3.0598 0.501 0.241 -0.530 0.09
H 1.5592 0.2738 2.0790 0.058 0.388 0.025 0.07
H 1.8913 1.4874 3.3366 -0.235 -0.138 -0.299 0.10
```
Positions in Å, forces in eV/Å.

***

(2)
Formula: C3H11NO2S
Source: the Open Molecules 2025 dataset
Level of theory: the ωB97M-V functional and the def2-TZVPD basis

As for the net charge: 0. The calculation puts the energy relative to the best compared isomer or geometry (same formula, charge and spin) at 0.5732 eV. For the maximum force, the calculation gives 0.0509 Eh/bohr. As for the SMILES: N[C@H](CO)CS.O.

The geometry in XYZ format:
```
18
Properties=species:S:1:pos:R:3:forces:R:3:lowdin_charge:R:1
C -1.0800 -1.0624 0.0614 -0.395 0.998 1.718 -0.21
O -2.3087 -0.9216 0.7864 -0.191 0.184 -0.411 -0.07
C 0.0014 -0.4118 1.0066 0.284 -1.942 -1.733 -0.44
C 0.0339 1.0522 0.6553 0.015 1.040 0.434 -0.54
S 1.0963 2.0368 1.7817 0.064 -0.298 -0.244 0.68
N 1.2942 -1.0759 0.6950 -0.460 1.684 0.389 0.03
H -0.9281 -2.1015 -0.1599 0.523 -0.619 0.129 0.11
H -1.0449 -0.5113 -0.8841 -0.315 0.041 -0.066 0.11
H -3.0446 -1.3123 0.3041 0.126 0.047 -0.095 0.08
H -0.1702 -0.6325 2.0627 -0.529 0.318 -0.190 0.14
H -0.9237 1.5681 0.7754 -0.196 -0.610 -0.142 0.07
H 0.3059 1.1365 -0.4057 0.348 0.116 0.336 0.06
H 1.7170 0.9602 2.2781 0.253 0.093 -0.039 -0.16
H 1.3752 -1.2625 -0.3003 0.289 -0.530 0.560 0.08
H 1.4772 -1.7925 1.3752 0.195 -0.513 -0.688 0.07
H 0.4913 1.9277 -2.7723 0.035 -0.192 -0.095 0.03
H 1.0813 1.3192 -4.0354 0.077 -0.016 -0.127 0.03
O 0.6266 1.0837 -3.2240 -0.124 0.200 0.263 -0.06
```
Positions in Å, forces in eV/Å.

***

(3)
Formula: C14H10FN3
Source: the Open Molecules 2025 dataset
Level of theory: the ωB97M-V functional and the def2-TZVPD basis

As for the net charge: 0. For the maximum force, the calculation gives 0.0921 Eh/bohr. As for the SMILES: N#Cc1ccc([C@@H](F)C#N)cc1.c1ccncc1. Its electronic energy is -803.51389 Ha.

The geometry in XYZ format:
```
28
Properties=species:S:1:pos:R:3:forces:R:3:lowdin_charge:R:1
C 0.0869 2.4280 -1.4637 0.263 -0.826 0.516 -0.25
C -1.1556 2.9057 -0.8006 -1.807 1.172 0.640 -0.13
N -2.1338 3.3628 -0.3485 2.427 -1.184 -0.993 0.17
C 1.3745 2.6214 -0.6653 1.023 1.058 0.468 -0.16
C 2.5254 2.1061 -1.2854 -0.555 -0.864 0.370 -0.02
C 3.6988 1.8895 -0.5663 0.166 0.663 -1.009 -0.01
C 3.8655 2.5019 0.6764 -0.433 -1.231 0.417 -0.23
C 5.1297 2.4084 1.3711 1.447 -0.687 1.234 -0.17
N 6.1140 2.2525 1.9792 -1.781 0.477 -1.244 0.16
C 2.7212 2.9138 1.3558 -0.541 0.933 -0.166 -0.02
C 1.4983 3.0738 0.6691 -0.342 -0.789 0.009 0.00
H 0.1117 2.7437 -2.5181 0.119 0.475 0.542 0.16
H 2.3902 1.6892 -2.2853 0.315 0.003 0.287 0.12
H 4.4760 1.2385 -0.9720 -0.013 0.630 -0.073 0.13
H 2.7887 3.0739 2.4381 -0.090 0.404 -0.562 0.13
H 0.6200 3.4357 1.2294 0.477 -0.278 -0.394 0.12
F 0.0403 1.0247 -1.5689 -0.677 0.037 -0.038 -0.01
N -3.3827 -2.3892 -0.2888 3.499 3.036 -0.974 0.04
C -3.1659 -2.5421 0.9980 -1.313 -1.966 0.823 -0.15
C -3.3196 -3.8408 1.5229 0.541 0.285 -0.445 -0.07
C -3.3791 -4.9034 0.6162 -0.089 0.312 0.149 -0.09
C -3.0244 -4.6426 -0.7086 0.524 0.034 0.017 -0.08
C -2.8846 -3.3115 -1.1002 -1.350 -1.467 0.257 -0.15
H -2.8451 -1.7024 1.6198 -1.026 0.128 -0.101 0.11
H -3.3506 -3.9763 2.5857 0.027 -0.253 0.336 0.09
H -3.6234 -5.9091 0.9452 0.182 0.111 -0.016 0.10
H -2.8156 -5.4295 -1.4142 0.065 -0.240 0.016 0.09
H -2.3610 -3.0227 -2.0209 -1.056 0.025 -0.067 0.11
```
Positions in Å, forces in eV/Å.

***

(4)
Formula: C4H8N3S
Source: the Open Molecules 2025 dataset
Level of theory: the ωB97M-V functional and the def2-TZVPD basis

As for the net charge: +1. The calculation puts the energy relative to the best compared isomer or geometry (same formula, charge and spin) at 1.7604 eV. For the maximum force, the calculation gives 0.0834 Eh/bohr.

The geometry in XYZ format:
```
16
Properties=species:S:1:pos:R:3:forces:R:3:lowdin_charge:R:1
C -0.0073 1.6818 -1.5694 -0.802 2.800 -1.327 -0.06
C 0.1027 0.6773 -2.4353 -0.133 0.651 -0.246 -0.05
C 0.2617 -0.1585 -0.4308 -0.345 -2.982 3.060 -0.17
C -0.0351 -1.4387 1.0024 1.118 1.999 -1.682 -0.59
N 0.0682 1.1334 -0.3276 0.077 1.292 1.827 0.11
N 0.3066 -0.4566 -1.7102 -0.336 0.711 0.238 0.14
N 0.6547 -0.9923 2.1113 -2.197 1.789 1.000 0.01
S -1.8233 -1.4396 1.1247 0.372 -0.607 -0.259 0.84
H -0.2247 2.7549 -1.8923 0.427 -1.718 1.191 0.17
H -0.1383 0.8094 -3.4427 0.293 -0.594 -1.495 0.12
H 0.4155 -2.3086 0.5505 -0.274 -0.296 -0.197 0.09
H 0.3745 -1.3734 -2.0324 0.154 -1.527 -0.786 0.16
H 1.3613 -1.4406 2.6032 1.891 -1.640 -0.209 0.08
H -0.0309 1.6409 0.5638 0.214 -0.511 -0.763 0.19
H 0.0693 -0.6559 2.8770 -0.130 0.189 -0.627 0.09
H -1.7703 -0.3859 1.9218 -0.327 0.443 0.276 -0.13
```
Positions in Å, forces in eV/Å.